# 1
23
Properties=species:S:1:pos:R:3:nbo_charge:R:1 method="wB97M-V/def2-TZVPD" orbital_gap_ev=8.6851 lumo_energy_ev=-0.23 charge=0
C -0.0323 2.4788 1.8974 -0.71
C 0.0661 -1.4625 -2.5386 -0.66
C -0.6866 -1.0907 1.2843 -0.68
C 0.9936 1.9140 0.9851 -0.25
C -0.5299 -1.7126 -1.1641 -0.32
C 0.1298 0.5518 -0.4257 -0.36
C 0.0725 -0.8876 -0.0139 -0.17
I 1.9718 3.3309 -0.2550 0.13
I -0.4722 -3.8541 -0.7529 0.08
I -1.7480 1.4489 -0.9106 0.12
I 2.1723 -1.4998 0.3095 0.10
H -0.6250 1.6923 2.3633 0.23
H -0.7009 3.1660 1.3828 0.23
H 0.4752 3.0309 2.6929 0.24
H 1.1432 -1.6315 -2.5510 0.23
H -0.1292 -0.4417 -2.8661 0.22
H -0.3886 -2.1274 -3.2685 0.23
H -0.2335 -0.5092 2.0850 0.22
H -0.6877 -2.1349 1.5895 0.24
H -1.7221 -0.7703 1.1613 0.23
H 1.7225 1.2553 1.4402 0.21
H -1.6014 -1.4867 -1.1970 0.24
H 0.8105 0.7402 -1.2477 0.20

# 2
23
Properties=species:S:1:pos:R:3:mulliken_spin:R:1 method="wB97M-V/def2-TZVPD" orbital_gap_ev="4.2025 / 8.6075" lumo_energy_ev="-4.54 / -4.54" charge=+1 de_lowest_kcal_mol=0.0 multiplicity=2 s_squared=0.75
C -1.7760 2.4754 -0.1897 0.00
C -2.2765 1.7741 -1.2379 0.00
H -0.7012 2.6398 -0.0876 0.00
H -2.4372 3.0420 0.4692 0.00
H -1.6138 1.3786 -2.0111 0.00
H -3.3474 1.7773 -1.4520 0.00
H -2.0623 0.9755 0.0598 0.00
O 4.7292 -1.0563 0.1502 0.00
C 3.5787 -0.9524 -0.3543 0.01
O 3.4148 -0.8668 -1.6011 -0.06
O 2.5452 -0.9600 0.4788 -0.01
C 1.2318 -0.8632 -0.0750 -0.01
C 0.2424 -0.9820 1.0724 0.00
C -1.1688 -1.0827 0.6290 0.00
C -2.2063 -0.3567 1.1329 0.00
Mg 5.5228 -0.9563 -1.7997 1.07
H 1.0825 -1.6689 -0.8063 0.00
H 1.1257 0.1003 -0.5908 0.00
H 0.3748 -0.1775 1.8086 0.00
H 0.4280 -1.9405 1.5979 0.00
H -1.3687 -1.7510 -0.2169 0.00
H -3.2269 -0.6872 0.9221 0.00
H -2.0909 0.1384 2.1017 0.00

# 3
20
Properties=species:S:1:pos:R:3:nbo_charge:R:1 method="wB97M-V/def2-TZVPD" orbital_gap_ev=10.2283 lumo_energy_ev=-3.17 charge=+1 de_lowest_kcal_mol=99.4
C -2.2056 0.8265 0.2634 -0.14
C -1.2002 0.6002 1.0404 -0.21
C -1.3506 -1.4556 -0.1686 -0.36
C -1.6098 -0.0968 -0.7802 -0.26
C -0.4576 -0.2899 0.0668 0.03
C 1.3403 1.3157 -0.6234 -0.42
C 1.8300 -0.6003 0.7006 -0.45
N 0.9394 -0.1043 -0.2762 -0.34
H -3.2615 1.1066 0.5011 0.25
H -0.6853 0.9624 1.9204 0.23
H -1.9081 -1.8962 0.6610 0.25
H -1.0090 -2.0745 -1.0124 0.22
H -1.9211 -0.1263 -1.8720 0.27
H 1.1481 1.9977 0.2414 0.25
H 2.3677 1.1614 -0.9468 0.23
H 0.8526 1.7856 -1.5250 0.26
H 1.5341 -0.1101 1.5981 0.23
H 1.6087 -1.6698 0.9821 0.25
H 2.8701 -0.7315 0.4314 0.26
H 1.1178 -0.6007 -1.2020 0.44

# 4
20
Properties=species:S:1:pos:R:3:mulliken_spin:R:1 method="wB97M-V/def2-TZVPD" orbital_gap_ev="5.3047 / 6.3392" lumo_energy_ev="-4.27 / -8.29" charge=+1 de_lowest_kcal_mol=61.7 multiplicity=3 s_squared=2.01
C -0.0410 -1.8308 0.0256 0.06
C -0.8068 -1.2233 -1.0599 0.39
C 1.0594 0.2150 1.2056 -0.03
C -1.3074 0.5263 1.4966 0.74
C 0.9176 -0.5763 -0.0894 0.10
C -0.0807 -0.1095 -1.2313 0.31
C 0.1001 1.1077 -2.0873 0.05
N -0.0915 0.9490 1.5779 0.27
H 0.6026 -2.7204 -0.2877 0.03
H -1.8638 -1.2615 -1.3300 0.01
H 1.2714 -0.4867 2.0735 0.01
H 1.8054 0.9430 1.0882 0.01
H -1.5561 -0.4077 1.0972 -0.03
H -1.9990 1.3360 1.6879 0.02
H 1.8834 -0.6928 -0.5533 0.03
H -0.1120 0.8927 -3.0710 0.00
H 1.2021 1.4335 -1.8053 0.01
H -0.5109 1.9917 -1.6622 0.03
H -0.6121 -1.9101 0.9643 0.00
H 0.1395 1.8242 1.9604 -0.01

# 5
21
Properties=species:S:1:pos:R:3:nbo_charge:R:1 method="wB97M-V/def2-TZVPD" orbital_gap_ev=9.4921 lumo_energy_ev=1.03 charge=0 de_lowest_kcal_mol=33.2
C 2.5037 -0.3907 0.0654 -0.61
C 1.3002 0.4454 0.1575 -0.25
C 0.3325 0.4674 -1.0485 -0.04
C -1.0944 0.8106 0.5879 -0.08
C -2.2887 -0.0659 0.3396 -0.23
C -0.3059 -0.8864 -0.5671 -0.06
C 0.0688 -0.2250 0.7804 -0.25
H 2.3650 -1.4787 -0.1257 0.21
H 3.0806 -0.3390 1.0076 0.22
H 3.1653 0.0017 -0.7389 0.21
H 1.4639 1.4341 0.6114 0.20
H 0.6774 0.6560 -2.0894 0.20
H -0.3635 2.3545 -0.6205 0.36
H -1.1561 1.5499 1.3827 0.21
H -3.1498 0.5071 -0.0868 0.21
H -2.4654 -0.6737 1.1900 0.18
H -1.9674 -1.9807 -0.3819 0.36
H 0.2747 -1.7658 -0.8196 0.21
H 0.0492 -0.7993 1.7245 0.21
N -0.7548 1.3979 -0.7144 -0.62
N -1.7354 -1.0192 -0.6542 -0.62

# 6
21
Properties=species:S:1:pos:R:3:nbo_charge:R:1 method="wB97M-V/def2-TZVPD" orbital_gap_ev=8.6279 smiles=C1[C@@H]2[C@H]1N1CCN2CC1 lumo_energy_ev=1.05 charge=0 de_lowest_kcal_mol=152.6
C -2.0734 0.3977 -0.0691 -0.41
C -1.1442 -0.7035 -0.6900 -0.08
C -1.1456 -0.6264 0.8438 -0.08
N -0.0692 0.1301 1.2652 -0.46
C 0.5020 1.4839 0.5213 -0.24
C 0.7156 1.0057 -1.0204 -0.26
N 0.1787 -0.2722 -1.1727 -0.47
C 0.9378 -1.1388 -0.5393 -0.22
C 1.2036 -0.7243 0.9257 -0.25
H -3.1064 0.2209 -0.0669 0.21
H -1.8079 1.3393 -0.1318 0.19
H -1.6761 -1.4287 -1.2980 0.22
H -1.3363 -1.3279 1.6168 0.23
H -0.1615 2.4039 0.6614 0.21
H 1.4488 1.5105 1.0791 0.20
H 0.0549 1.5820 -1.4974 0.20
H 1.5451 0.9583 -1.6215 0.22
H 2.1424 -1.3836 -0.8274 0.18
H 0.3837 -2.1652 -0.5797 0.20
H 1.2737 -1.4852 1.7089 0.22
H 2.1342 0.2235 0.8921 0.18

# 7
26
Properties=species:S:1:pos:R:3:nbo_charge:R:1 method="wB97M-V/def2-TZVPD" orbital_gap_ev=9.7318 lumo_energy_ev=-0.54 charge=0 de_lowest_kcal_mol=138.9
C -1.6260 0.1753 0.4167 -0.14
C -0.2250 0.5658 -0.1876 0.70
C -2.2114 -0.7460 -0.4834 -0.59
C -3.4891 -1.3975 -0.1925 0.80
C 2.1914 -0.0604 -0.3652 -0.22
C 2.9183 -1.3901 -0.0950 0.78
C 3.1208 1.1112 -0.0122 -0.63
H -1.9422 1.9449 -0.6888 0.42
H -2.0491 2.4172 0.9235 0.40
H -1.4919 -0.0982 1.4297 0.23
H -2.1102 -0.4506 -1.5924 0.28
H -1.5714 -1.6062 -0.5628 0.26
H -3.6731 0.4729 0.4949 0.51
H 0.7909 -0.9465 0.9818 0.43
H 2.0740 0.0722 -1.5351 0.26
H 2.3480 2.0171 0.1861 0.26
H 3.7188 0.9483 1.1257 0.19
H 3.8670 1.1081 -0.9602 0.27
H 2.5502 -0.5075 1.5906 0.51
N -2.2025 1.6101 0.3308 -0.90
N 0.9596 -0.1264 0.2189 -0.66
O -0.0850 1.4437 -1.1770 -0.66
O -3.9189 -2.4537 -0.5282 -0.54
O -4.2788 -0.4140 0.3920 -0.73
O 3.6882 -1.9972 -0.8761 -0.54
O 2.6475 -1.6923 1.1656 -0.68

# 8
23
Properties=species:S:1:pos:R:3:nbo_charge:R:1 method="wB97M-V/def2-TZVPD" orbital_gap_ev=9.1747 smiles="C=C(NC(=O)NC=[NH2+])C1CC1" lumo_energy_ev=-3.68 charge=+1 de_lowest_kcal_mol=57.6
C 1.1666 0.9516 -0.9983 -0.44
C 1.0637 -0.2737 -0.4336 0.17
N 1.1351 -0.4046 0.9419 -0.62
C 0.6502 0.4547 1.8107 0.80
O 0.7587 0.4261 2.9938 -0.54
N -0.3955 1.2942 1.1973 -0.58
C -0.6505 2.4063 1.7879 0.39
N -1.5948 3.3510 1.6561 -0.72
C 0.5005 -1.4390 -1.2871 -0.27
C 0.9862 -2.8765 -1.0941 -0.38
C -0.4059 -2.4765 -0.8301 -0.40
H 0.9795 1.1549 -2.1295 0.25
H 1.4753 1.7963 -0.4376 0.20
H 1.7027 -1.1617 1.4138 0.45
H -0.7350 1.0696 0.2759 0.45
H -0.0516 2.3332 2.8173 0.26
H -1.5923 4.1085 2.3774 0.45
H -2.2229 3.4752 0.9089 0.43
H 0.6050 -1.3045 -2.3114 0.24
H 1.7101 -3.0663 -0.3217 0.20
H 1.1395 -3.4747 -1.8471 0.22
H -1.1892 -2.7321 -1.5429 0.23
H -0.7670 -2.4899 0.0993 0.21

no.,energy (eV)
1,-39854.90635
2,-19031.53556
3,-8932.69170
4,-8930.30653
5,-10432.03567
6,-10426.85771
7,-20666.80944
8,-13962.77514